{
  "formula": "C4H9NO2",
  "method": "ωB97M-V/def2-TZVPD",
  "elements": ["C", "C", "C", "O", "C", "N", "O", "H", "H", "H", "H", "H", "H", "H", "H", "H"],
  "positions_angstrom": [[0.318419, 0.466328, 0.741548], [1.411313, -0.360619, 0.124737], [1.095351, -0.624101, -1.356262], [2.536958, 0.302551, 0.316024], [-0.804733, -0.043973, 1.336262], [-2.062499, 0.448616, 1.016895], [-1.872936, 0.121959, -1.443947], [-0.833721, -1.007423, 1.814740], [0.386578, 1.466711, 0.319775], [1.363642, -1.400453, 0.563466], [1.474876, 0.149685, -2.034718], [1.781926, -1.497115, -1.680057], [0.011697, -0.882678, -1.419012], [-2.484342, -0.353826, -2.025932], [-2.216099, 0.318509, -0.139040], [-2.807453, 0.140960, 1.622628]],
  "atomic_forces_ev_per_a": [[1.9, 0.4, -2.8], [-0.5, -0.6, -0.7], [0.6, -2.3, -0.9], [-0.1, 0.4, 1.4], [-4.7, 0.4, 0.1], [3.6, -0.2, 1.6], [-0.6, 0.0, 1.6], [0.5, 0.0, 0.9], [-0.3, 0.0, 0.6], [0.3, 0.6, 0.3], [-0.7, 0.4, 0.6], [-1.3, 1.0, 0.7], [0.9, 0.3, -0.7], [0.1, 0.2, 0.3], [0.3, 0.4, -2.8], [0.0, -0.9, -0.2]],
  "energy_ev": -9871.5834,
  "max_force_ev_per_a": 4.70,
  "de_lowest_ev": 8.477,
  "e_homo_ev": -9.12
}

***

{
  "formula": "C4H4HgO5",
  "method": "ωB97M-V/def2-TZVPD",
  "elements": ["O", "C", "O", "O", "C", "C", "H", "H", "H", "H", "O", "O", "C", "Hg"],
  "positions_angstrom": [[1.063339, -0.028067, 0.014439], [2.370976, 0.361893, -0.299451], [2.407491, 1.564964, -0.652537], [3.262497, -0.484925, -0.245712], [0.786781, -1.396187, 0.300528], [-0.613976, -1.514820, 0.764607], [1.499170, -1.744042, 1.072673], [0.964977, -2.013406, -0.594210], [-1.379724, -1.912667, 0.096380], [-0.906754, -1.051577, 1.706961], [-4.373595, 2.067443, -0.694249], [-2.071810, 2.041221, -0.441271], [-3.224577, 2.114906, -0.599343], [0.215207, 1.995264, -0.428815]],
  "atomic_forces_ev_per_a": [[-0.3, -0.7, 0.3], [2.4, -2.2, -0.3], [0.1, 0.7, 0.0], [-1.1, 1.0, 0.1], [0.4, -1.1, 0.2], [-0.3, 0.2, -0.1], [-0.2, 0.2, -0.3], [0.0, 0.3, 0.2], [0.2, 0.1, 0.4], [0.0, -0.2, -0.3], [0.3, 0.5, -0.2], [-1.9, 0.4, -0.2], [-0.6, -0.9, 0.4], [1.0, 1.8, -0.2]],
  "energy_ev": -18621.9103,
  "max_force_ev_per_a": 3.29,
  "multiplicity": 3,
  "de_lowest_ev": 0.243,
  "e_homo_ev": [-7.93, -9.59]
}

***

{
  "formula": "C31H40N4O9P2RuSTe",
  "method": "ωB97M-V/def2-TZVPD",
  "elements": ["Ru", "O", "C", "O", "C", "C", "C", "C", "C", "C", "P", "C", "C", "C", "C", "C", "C", "C", "C", "C", "C", "C", "C", "H", "H", "H", "H", "H", "H", "H", "H", "H", "H", "H", "H", "H", "H", "N", "H", "H", "H", "C", "C", "S", "O", "O", "C", "C", "N", "C", "N", "C", "C", "N", "O", "O", "C", "H", "H", "H", "H", "H", "H", "H", "H", "H", "H", "H", "H", "H", "C", "C", "O", "P", "O", "Te", "O", "C", "C", "H", "H", "H", "H", "H", "H", "H", "H", "H", "H"],
  "positions_angstrom": [[-1.014115, 0.421227, -0.460745], [2.518636, -0.207530, 1.077107], [1.886693, 0.504498, 0.263539], [0.958855, -0.050079, -0.430616], [2.250502, 1.925534, 0.082722], [3.592610, 2.248945, 0.252340], [4.023505, 3.555150, 0.089616], [3.106937, 4.547669, -0.215835], [1.763732, 4.232389, -0.361129], [1.314318, 2.923278, -0.222544], [-0.480104, 2.649959, -0.387433], [-1.266076, 3.590440, 0.936657], [-2.608070, 3.957727, 0.805783], [-3.257397, 4.609509, 1.841755], [-2.570677, 4.897299, 3.014553], [-1.239886, 4.530720, 3.151047], [-0.586992, 3.873560, 2.118410], [-0.936315, 3.472716, -1.941701], [-0.890036, 2.738059, -3.126469], [-1.173420, 3.343860, -4.340685], [-1.511900, 4.689553, -4.381256], [-1.559349, 5.429387, -3.207931], [-1.271825, 4.826520, -1.993113], [4.293929, 1.466071, 0.505137], [5.070705, 3.796884, 0.208419], [3.432737, 5.572385, -0.332138], [1.059755, 5.024384, -0.582671], [-3.140433, 3.778460, -0.121935], [-4.290434, 4.909471, 1.728302], [-3.073656, 5.415543, 3.819827], [-0.706105, 4.758755, 4.063486], [0.445907, 3.575451, 2.239104], [-0.613146, 1.688481, -3.110451], [-1.127391, 2.769275, -5.255891], [-1.738181, 5.162190, -5.327493], [-1.820796, 6.478472, -3.237323], [-1.318083, 5.414014, -1.084801], [-3.098962, 0.836037, -0.577780], [-3.295212, 1.577300, -1.247667], [-3.486937, 1.136632, 0.314903], [-3.603963, 0.009762, -0.893187], [4.889819, -4.513251, -1.825689], [4.060465, -3.573732, -2.688912], [2.391062, -3.356778, -2.098578], [1.990051, -1.984112, -2.323437], [2.264265, -3.888704, -0.757840], [1.400219, -4.376874, -3.167464], [0.005125, -4.637428, -2.598247], [-0.620761, -3.485796, -1.942625], [-1.059629, -2.338564, -2.546770], [-1.596399, -1.514533, -1.667045], [-1.491723, -2.141394, -0.435181], [-0.862189, -3.340972, -0.602173], [-0.455600, -4.193773, 0.417343], [-0.115572, -5.376296, 0.292057], [-0.226176, -3.527114, 1.609728], [-0.908971, -2.073485, -3.997425], [5.915894, -4.504879, -2.189935], [4.519385, -5.535974, -1.871320], [4.888087, -4.198895, -0.785080], [3.971305, -3.934225, -3.715186], [4.458226, -2.559442, -2.726504], [1.901174, -5.339732, -3.276620], [1.390401, -3.874810, -4.134808], [0.043200, -5.427291, -1.854995], [-0.647155, -4.968633, -3.405938], [-2.006210, -1.820012, 0.456438], [-1.199893, -2.937824, -4.595231], [0.125587, -1.816327, -4.229143], [-1.546310, -1.236384, -4.271446], [-2.843778, -2.891727, 3.363827], [-2.589678, -1.415599, 3.510076], [-1.675937, -0.952502, 2.446982], [-0.190380, -0.485699, 2.662339], [0.063776, 0.874157, 2.165288], [1.279839, -2.123530, 1.358059], [0.151801, -0.726695, 4.166018], [0.792112, -1.895570, 4.773542], [0.459108, -1.894165, 6.241352], [-3.534786, -3.215305, 4.142883], [-1.922549, -3.465172, 3.459875], [-3.294513, -3.126780, 2.399244], [-2.154282, -1.163961, 4.473403], [-3.489872, -0.820553, 3.374414], [1.863551, -1.799627, 4.599144], [0.415306, -2.797986, 4.284716], [0.726006, -0.940289, 6.693177], [1.028111, -2.679606, 6.737960], [-0.600888, -2.082073, 6.407785]],
  "atomic_forces_ev_per_a": [[0.5, 0.7, -0.1], [0.1, -0.1, 0.1], [-0.2, -0.1, -0.1], [-0.3, -0.1, 0.0], [0.0, 0.0, 0.1], [0.0, 0.1, 0.0], [0.0, 0.0, 0.0], [0.0, 0.0, 0.0], [0.0, 0.0, 0.0], [0.0, 0.0, 0.0], [0.0, -0.2, -0.3], [0.0, 0.0, 0.0], [0.0, 0.0, 0.0], [0.0, 0.0, 0.0], [0.0, 0.0, 0.0], [0.0, 0.0, 0.0], [0.0, 0.0, 0.0], [0.0, 0.1, 0.1], [0.0, -0.1, 0.0], [0.0, 0.0, 0.0], [0.0, 0.0, 0.0], [0.0, 0.0, 0.0], [0.0, 0.0, 0.0], [0.0, 0.0, 0.0], [0.0, 0.0, 0.0], [0.0, 0.0, 0.0], [0.0, 0.0, 0.0], [0.0, 0.0, 0.0], [0.0, 0.0, 0.0], [0.0, 0.0, 0.0], [0.0, 0.0, 0.0], [0.0, 0.0, 0.0], [0.0, 0.0, 0.0], [0.0, 0.0, 0.0], [0.0, 0.0, 0.0], [0.0, 0.0, 0.0], [0.0, 0.0, 0.0], [0.0, -0.1, 0.1], [0.0, 0.0, 0.0], [0.0, 0.0, 0.0], [0.0, 0.0, 0.0], [0.0, 0.0, 0.0], [0.1, -0.1, 0.1], [0.0, 0.2, -0.3], [0.0, -0.2, 0.0], [0.0, 0.0, 0.2], [-0.1, -0.1, 0.0], [0.0, 0.0, 0.0], [0.0, 0.1, -0.2], [0.1, 0.0, 0.1], [-0.1, -0.2, 0.1], [-0.4, -0.1, -0.1], [0.1, 0.0, 0.3], [-0.2, 0.0, 0.0], [0.0, 0.0, 0.0], [0.0, 0.0, -0.2], [0.0, 0.0, 0.0], [0.0, 0.0, 0.0], [0.0, 0.0, 0.0], [0.0, 0.0, 0.0], [0.0, 0.1, 0.0], [0.0, 0.0, 0.0], [0.0, 0.0, 0.0], [0.0, 0.0, 0.0], [0.0, 0.0, 0.0], [0.0, 0.0, 0.0], [0.1, 0.1, 0.0], [0.0, 0.0, 0.0], [0.0, 0.0, 0.0], [0.0, 0.0, 0.0], [0.0, 0.0, 0.0], [0.0, -0.1, -0.1], [-0.1, 0.0, 0.2], [0.2, -0.3, 0.3], [-0.2, 0.0, -0.2], [0.1, 0.1, 0.2], [0.1, 0.2, 0.0], [-0.1, 0.0, 0.0], [0.0, 0.0, 0.0], [0.0, 0.0, 0.0], [0.0, 0.0, 0.0], [0.0, 0.0, 0.0], [0.0, 0.0, 0.0], [0.0, 0.0, 0.0], [0.0, 0.0, 0.0], [0.0, 0.0, 0.0], [0.0, 0.0, 0.0], [0.0, 0.0, 0.0], [0.0, 0.0, 0.0]],
  "energy_ev": -96457.5330,
  "max_force_ev_per_a": 0.87,
  "multiplicity": 5,
  "e_homo_ev": [-12.51, -13.83],
  "charge": 2
}